[1]
Entry from the Open Molecules 2025 dataset: a cluster of 2 separate species, C7H13N3O in total in a non-equilibrium geometry (wB97M-V/def2-TZVPD).

Geometry as XYZ:
```
24
C7H13N3O, DFT wB97M-V/def2-TZVPD
C -0.2259 2.8409 1.7993
C 0.2021 2.2753 0.5037
C 1.2487 1.3051 0.2738
N 1.3447 1.1962 -1.2145
C 0.3458 1.9617 -1.7277
N -0.2922 2.5834 -0.7145
H -0.4298 3.9008 1.6227
H 0.4843 2.6570 2.5608
H -1.1688 2.3323 2.0662
H 1.7727 0.7392 0.9363
H 2.1017 0.7295 -1.7087
H 0.1823 2.1667 -2.6993
C 0.6406 -2.6618 -0.8299
C -0.4210 -2.9644 0.1749
C -1.3764 -1.7243 0.6154
N -1.4210 -0.6333 -0.2236
O -2.0694 -1.8233 1.5955
H 1.0510 -1.5953 -0.7707
H 0.1459 -2.9352 -1.8529
H 1.5172 -3.3826 -0.6617
H -1.1986 -3.6114 -0.2061
H -0.0275 -3.2630 1.1986
H -1.8050 0.3512 0.0348
H -0.6012 -0.4448 -0.7722
```

Properties
Energy relative to the best compared isomer or geometry (same formula, charge and spin) in kcal/mol: 37.42
LUMO in eV: 0.60
Structure (SMILES): Cc1c[nH]cn1.CCC(N)=O
HOMO-LUMO gap in eV: 9.42
Energy in Eh: -514.0032

---

[2]
Entry from the Open Molecules 2025 dataset: an isolated molecule of C18H18N4O5 (wB97M-V/def2-TZVPD).

Geometry as XYZ:
```
45
C18H18N4O5, DFT wB97M-V/def2-TZVPD
C -2.7885 -0.9336 -2.4043
C -2.4130 -0.3649 -1.0304
C -3.5756 -0.5360 -0.0621
C -3.8021 -1.7853 0.5051
C -4.8565 -1.9793 1.3785
C -5.7018 -0.9287 1.6913
C -5.4901 0.3124 1.1179
C -4.4341 0.5100 0.2444
N -1.1964 -0.9626 -0.5157
C -0.2260 -0.0628 -0.2590
O 0.8534 -0.2558 0.2462
N -0.6966 1.1687 -0.7197
C 0.0734 2.3888 -0.6136
C 0.5287 2.5077 0.8347
O -0.2481 2.6605 1.7456
N 1.8687 2.3656 1.0932
C 2.9252 2.0428 0.2269
O 2.9321 2.3035 -0.9516
N 3.9759 1.4943 0.8865
C 5.0950 0.9448 0.1500
C 5.0454 -0.5497 0.1068
C 3.9909 -1.4135 0.0760
C 4.5550 -2.7143 0.0531
C 5.9024 -2.5411 0.0727
O 6.2120 -1.2319 0.1108
C -1.9764 1.0948 -1.1853
O -2.6074 2.0074 -1.6519
H -3.5887 -0.3322 -2.8276
H -3.1292 -1.9615 -2.3070
H -1.9302 -0.9016 -3.0716
H -3.1605 -2.6206 0.2623
H -5.0181 -2.9546 1.8133
H -6.5233 -1.0797 2.3752
H -6.1480 1.1359 1.3507
H -4.2857 1.4803 -0.2016
H -1.1393 -1.9113 -0.1892
H 0.9222 2.3698 -1.2994
H -0.6031 3.2123 -0.8571
H 2.0671 2.3196 2.0865
H 3.8237 1.1101 1.8067
H 5.0376 1.3656 -0.8597
H 6.0353 1.2623 0.6123
H 2.9511 -1.1563 0.0716
H 4.0252 -3.6441 0.0256
H 6.7184 -3.2359 0.0630
```

Properties
Energy relative to the best compared isomer or geometry (same formula, charge and spin) in kcal/mol: 0.00
LUMO in eV: 0.62
Structure (SMILES): C[C@@]1(c2ccccc2)NC(=O)N(CC(=O)NC(=O)NCc2ccco2)C1=O
HOMO-LUMO gap in eV: 9.20
Energy in Eh: -1292.0375

---

[3]
Entry from the Open Molecules 2025 dataset: a structure of composition C49H45N4P2RhS2Si in a non-equilibrium geometry (wB97M-V/def2-TZVPD).

Geometry as XYZ:
```
104
C49H45N4P2RhS2Si, DFT wB97M-V/def2-TZVPD
Rh -0.6057 0.4177 -0.4048
C -1.3409 3.9326 -1.3561
Si -0.8095 2.7140 -0.0316
C 0.9180 3.3302 0.4591
C 1.1151 4.6184 0.9682
C 2.3842 5.0744 1.2906
C 3.4901 4.2524 1.0919
C 3.3194 2.9768 0.5764
C 2.0401 2.5154 0.2627
P 1.7287 0.8343 -0.3909
C 2.3485 0.9485 -2.1114
C 2.2779 -0.2111 -2.8925
C 2.6008 -0.1674 -4.2399
C 2.9947 1.0337 -4.8265
C 3.0745 2.1822 -4.0563
C 2.7482 2.1416 -2.7020
C 3.0170 -0.2217 0.3842
C 4.2982 -0.3572 -0.1526
C 5.2522 -1.1358 0.4898
C 4.9389 -1.7894 1.6742
C 3.6640 -1.6726 2.2089
C 2.7092 -0.9021 1.5615
C -2.0426 2.9151 1.3782
C -2.8138 4.0592 1.6055
C -3.7672 4.0865 2.6143
C -3.9568 2.9731 3.4228
C -3.1930 1.8314 3.2216
C -2.2576 1.8018 2.1911
P -1.1908 0.3569 1.8588
C -0.1088 0.5220 3.3472
C 0.9933 1.3728 3.3503
C 1.7219 1.5969 4.5101
C 1.3482 0.9768 5.6925
C 0.2439 0.1352 5.7058
C -0.4830 -0.0899 4.5439
C -2.1082 -1.1561 2.1971
C -1.2781 -2.2483 2.3107
C -1.7324 -3.6255 2.0775
C -3.2080 -3.6742 1.9321
C -3.9975 -2.5522 1.8898
C -3.4880 -1.2579 1.9923
H -1.5360 4.8984 -0.8768
H -2.2553 3.6148 -1.8673
H -0.5569 4.0960 -2.1010
H 0.2595 5.2683 1.1348
H 2.5154 6.0687 1.7013
H 4.4832 4.6060 1.3416
H 4.1810 2.3351 0.4291
H 1.9457 -1.1414 -2.4377
H 2.5351 -1.0685 -4.8393
H 3.2289 1.0727 -5.8837
H 3.3819 3.1175 -4.5083
H 2.7938 3.0475 -2.1095
H 4.5589 0.1428 -1.0768
H 6.2420 -1.2329 0.0601
H 5.6848 -2.3979 2.1716
H 3.4059 -2.1895 3.1258
H 1.7115 -0.8443 1.9647
H -2.6802 4.9401 0.9857
H -4.3678 4.9755 2.7683
H -4.7073 2.9906 4.2041
H -3.3346 0.9589 3.8488
H 1.2937 1.8637 2.4404
H 2.5829 2.2540 4.4841
H 1.9118 1.1503 6.6012
H -0.0549 -0.3537 6.6252
H -1.3366 -0.7546 4.5622
H -0.2420 -2.1191 2.5946
H -1.3713 -4.2970 2.8517
H -3.6549 -4.6577 1.7979
H -5.0664 -2.6767 1.7433
H -4.1286 -0.3943 1.8962
N -1.1291 -1.3031 -7.2382
C -0.6525 -0.1297 -6.7846
S -0.0792 1.0037 -7.8114
C -0.6420 0.0261 -5.2934
C -0.9351 -1.0276 -4.4494
C -0.9006 -0.8510 -3.0749
N -0.5950 0.3153 -2.5104
C -0.3136 1.3353 -3.3226
C -0.3223 1.2311 -4.7018
H -1.2600 -1.3466 -8.2370
H -1.8063 -1.8070 -6.6856
H -1.1514 -2.0183 -4.8268
H -1.0883 -1.6775 -2.4043
H -0.0441 2.2648 -2.8501
H -0.0745 2.0846 -5.3174
C -2.6715 0.2608 -0.7074
H -2.9440 0.6742 -1.6828
H -3.2988 0.7463 0.0366
H -2.9096 -0.8047 -0.6958
C -1.3496 -6.4897 1.8164
C -1.2821 -5.6356 0.5840
C -1.3944 -6.1864 -0.6707
C -1.3771 -5.3199 -1.7535
N -1.0427 -4.0580 -1.6353
C -0.7865 -3.5786 -0.3973
S 0.1218 -2.1468 -0.2018
N -1.1205 -4.3120 0.7132
H -1.3113 -7.5376 1.5243
H -2.2719 -6.3188 2.3709
H -0.5144 -6.2832 2.4829
H -1.5284 -7.2518 -0.7935
H -1.5936 -5.6701 -2.7592
```

Properties
Energy relative to the best compared isomer or geometry (same formula, charge and spin) in kcal/mol: 69.50
LUMO in eV: -0.67
HOMO-LUMO gap in eV: 4.97
Energy in Eh: -3992.4211

---

[4]
Entry from the Open Molecules 2025 dataset: an isolated molecule of CH4N2 in a non-equilibrium geometry (wB97M-V/def2-TZVPD).

Geometry as XYZ:
```
7
CH4N2, DFT wB97M-V/def2-TZVPD
C 1.1796 0.1699 -0.0010
N 0.0711 -0.5235 -0.0620
N -1.1732 0.1145 -0.0089
H 2.1970 -0.4454 0.1152
H 1.4091 1.2832 0.1747
H -1.1029 1.3705 -0.1811
H -1.8660 -0.3650 0.3932
```

Properties
Energy relative to the best compared isomer or geometry (same formula, charge and spin) in kcal/mol: 92.89
LUMO in eV: 1.05
Structure (SMILES): C=NN
HOMO-LUMO gap in eV: 9.87
Energy in Eh: -149.8951

---

[5]
Entry from the Open Molecules 2025 dataset: the ion C5H11N6O with charge +1 in a non-equilibrium geometry (wB97M-V/def2-TZVPD).

Geometry as XYZ:
```
23
C5H11N6O, DFT wB97M-V/def2-TZVPD
C 1.0220 -0.5774 -1.1371
C -1.7528 -0.2286 0.0828
C 1.0376 0.7232 1.0576
C -0.0079 0.1336 2.0145
C -1.0224 0.4804 -2.1557
N 1.3466 -0.2634 0.0279
N -1.7345 0.4212 -1.0683
N -1.0909 -0.5139 1.2224
N 0.2790 0.0502 -2.2246
N -1.5102 0.8616 -3.3715
N 0.6847 -0.7822 2.9802
O 2.1849 0.8705 1.8892
H 1.4373 -1.5393 -1.6813
H -2.8058 -0.6148 0.3428
H 0.7374 1.6227 0.6408
H -1.7095 -0.9456 1.7859
H 0.6741 -0.1019 -3.1826
H -0.9251 0.9236 -4.2651
H -2.5091 1.2341 -3.4939
H 1.0170 -1.6913 2.5886
H 0.0650 -0.8223 3.7633
H 1.6722 -0.4198 2.8412
H 2.9103 1.1794 1.3428
```

Properties
Energy relative to the best compared isomer or geometry (same formula, charge and spin) in kcal/mol: 69.33
LUMO (spin up / spin down) in eV: -3.19 / -3.19
Total charge: +1
HOMO-LUMO gap (spin up / spin down) in eV: 7.72 / 7.71
Energy in Eh: -600.5094

---

[6]
Entry from the Open Molecules 2025 dataset: an isolated molecule of C4H10N2O2 in a non-equilibrium geometry (wB97M-V/def2-TZVPD).

Geometry as XYZ:
```
18
C4H10N2O2, DFT wB97M-V/def2-TZVPD
C 2.0726 1.7875 -0.0369
N 0.8267 1.7688 -0.1810
N 0.1298 0.2765 0.2665
C -0.2595 0.2420 1.6644
C -0.8286 0.3422 -0.7148
O -1.9834 1.0097 -0.5631
O -1.1311 -1.3283 -0.4474
C -0.2410 -2.2233 -1.0500
H 2.6336 0.9718 0.4342
H 2.6263 2.6709 -0.3514
H -0.2619 1.2476 2.0940
H 0.4674 -0.3676 2.1991
H -1.2526 -0.1927 1.7900
H -0.4387 0.4252 -1.7278
H -2.3718 0.8213 0.3017
H -0.1481 -3.1249 -0.4367
H 0.7708 -1.8179 -1.1971
H -0.6105 -2.5088 -2.0437
```

Properties
Energy relative to the best compared isomer or geometry (same formula, charge and spin) in kcal/mol: 132.79
LUMO in eV: 0.87
Structure (SMILES): C=NN(C)[C@H](O)OC
HOMO-LUMO gap in eV: 9.56
Energy in Eh: -418.2494

---

[7]
Entry from the Open Molecules 2025 dataset: a structure of composition Cl8Na5O16 in a non-equilibrium geometry (wB97M-V/def2-TZVPD).

Geometry as XYZ:
```
29
Cl8Na5O16, DFT wB97M-V/def2-TZVPD
Na 2.2937 0.1310 2.7780
Na -1.8260 2.0855 -0.2341
Na -0.4270 -2.8751 -1.0653
Na -1.3061 -1.4951 2.7146
Na -4.2430 -1.1856 -1.2533
Cl 0.2250 0.2520 1.0159
Cl -2.1431 -1.3445 -2.2430
Cl 1.2985 -0.8025 4.7263
Cl -2.4805 -3.9477 0.2493
Cl -2.8867 4.9375 -1.9956
O -2.1699 3.7376 -1.7540
O -1.9430 6.0248 -2.0357
O -3.7002 4.7815 -3.1786
O -3.7305 5.1304 -0.7557
Cl 5.9776 0.1268 1.3223
O 6.8074 -0.9978 1.0242
O 5.5498 0.5718 0.0152
O 4.8527 -0.2881 2.0801
O 6.6266 1.2661 1.9357
Cl -4.0231 0.3200 1.8877
O -3.0521 1.4177 1.6452
O -3.3656 -0.6388 2.7786
O -5.2444 0.7293 2.4640
O -4.1645 -0.2488 0.5552
Cl 2.6356 -3.5328 -2.5413
O 2.6320 -2.9147 -3.8340
O 3.2448 -2.7213 -1.5352
O 1.2801 -3.7075 -2.1157
O 3.2821 -4.8116 -2.6506
```

Properties
LUMO in eV: 4.11
Total charge: -3
HOMO-LUMO gap in eV: 6.55
Energy in Eh: -5696.4046